13
Properties=species:S:1:pos:R:3:forces:R:3:nbo_charge:R:1 method="wB97M-V/def2-TZVPD" de_lowest_kj_mol=226.4 homo_lumo_gap_ha=0.321 multiplicity=1 homo_energy_ev=-7.82 smiles="NC(O)=C1CC1"
N -1.364061 -1.259477 1.002534 -0.073 0.072 0.068 -0.81
C -0.108572 -0.737611 0.794321 -0.092 0.292 -0.169 0.50
O 0.830706 -1.471028 1.453250 0.188 0.059 -0.077 -0.68
C 0.188110 0.319152 0.036723 -0.064 -0.269 0.047 -0.27
C -0.350689 1.189259 -1.011417 -0.210 0.083 -0.089 -0.42
C 1.111514 0.742330 -1.025898 0.252 0.025 -0.062 -0.41
H -2.117188 -0.738863 0.580850 0.077 -0.038 0.123 0.39
H -1.547811 -1.614627 1.929314 -0.020 0.074 -0.054 0.39
H 1.648686 -0.957060 1.420016 -0.067 -0.160 -0.010 0.49
H -1.021120 0.796434 -1.775469 0.156 0.011 0.067 0.20
H -0.524437 2.238813 -0.770249 -0.012 -0.212 -0.008 0.21
H 1.877043 1.499384 -0.861374 -0.152 -0.091 0.041 0.21
H 1.377819 -0.006709 -1.772600 0.017 0.153 0.123 0.21

=====

13
Properties=species:S:1:pos:R:3:forces:R:3:nbo_charge:R:1 method="wB97M-V/def2-TZVPD" de_lowest_kj_mol=545.1 homo_lumo_gap_ha="0.236 / 0.308" multiplicity=1 homo_energy_ev="-6.45 / -7.45"
C 0.260169 1.585274 0.935336 -0.155 0.433 -0.308 -0.68
C -0.722230 0.580022 0.394174 -0.473 -0.044 1.107 0.01
C 0.754149 -0.555018 -1.055072 2.167 2.914 -0.451 -0.16
N -0.282024 -0.617580 -0.098233 0.763 0.325 -0.436 -0.46
C -0.653215 -1.875922 -0.315346 0.711 -1.439 -2.312 0.47
O 0.085970 -2.371899 -1.249331 -2.696 -1.551 2.223 -0.56
H 0.751483 1.323615 1.890227 -0.272 -0.210 -0.241 0.21
H -0.279969 2.523758 1.096884 0.038 -0.135 0.106 0.23
H 1.047206 1.835640 0.216243 -0.107 -0.219 0.137 0.23
H -1.747988 0.579755 0.748365 0.057 0.124 -0.017 0.18
H 0.510883 -0.017997 -1.963235 0.105 -0.081 0.058 0.18
H 1.789035 -0.614019 -0.724278 -0.305 -0.118 -0.109 0.19
H -1.513470 -2.375630 0.124265 0.165 0.003 0.243 0.17

=====

13
Properties=species:S:1:pos:R:3:forces:R:3:nbo_charge:R:1 method="wB97M-V/def2-TZVPD" de_lowest_kj_mol=194.4 homo_lumo_gap_ha=0.400 multiplicity=1 homo_energy_ev=-10.45 smiles="C=C(C)C#N.O"
C 0.457532 -0.528677 -1.282421 -0.114 0.517 -0.339 -0.32
C -0.086308 -0.882992 -0.119320 -0.526 -0.501 -1.176 -0.13
C 0.638436 -1.498072 1.027841 0.281 1.628 0.752 -0.64
C -1.535210 -0.825933 0.017241 2.254 -0.282 -0.183 0.23
N -2.647101 -1.017998 0.147881 -1.926 0.123 0.221 -0.30
H 1.540983 -0.648853 -1.461136 -0.785 0.126 0.046 0.22
H -0.185785 -0.058577 -2.054068 0.737 -0.450 0.419 0.22
H 1.056699 -0.528716 1.543842 -0.309 -2.503 -0.216 0.25
H -0.061563 -2.077117 1.614968 -0.217 0.479 0.692 0.23
H 1.337016 -2.279676 0.734198 0.656 0.693 -0.225 0.24
O -1.311033 2.339504 -0.226255 0.071 -0.254 -0.102 -0.93
H -1.348399 1.423426 -0.524020 0.124 0.176 -0.143 0.46
H -2.026716 2.357925 0.409220 -0.247 0.247 0.253 0.47

=====

13
Properties=species:S:1:pos:R:3:forces:R:3:nbo_charge:R:1 method="wB97M-V/def2-TZVPD" de_lowest_kj_mol=233.2 homo_lumo_gap_ha=0.393 multiplicity=1 homo_energy_ev=-9.63 smiles="O=CCN1CC1"
O -3.042144 0.206504 0.884260 0.478 -0.232 -0.062 -0.51
C -1.970876 -0.338351 0.781415 -0.272 0.211 0.063 0.44
C -0.650532 0.393747 0.622785 -0.048 0.087 0.014 -0.34
N 0.325462 -0.508086 0.038472 -0.055 0.013 0.053 -0.41
C 0.819395 -0.200057 -1.293121 -0.028 0.017 -0.260 -0.25
C 1.687502 -0.035433 -0.102594 0.210 0.064 0.135 -0.25
H -1.856059 -1.442662 0.816773 -0.117 0.116 -0.007 0.12
H -0.321926 0.682150 1.632509 -0.072 -0.095 -0.128 0.22
H -0.816628 1.324328 0.055812 0.060 -0.151 0.074 0.20
H 0.458121 0.716719 -1.762013 0.031 -0.185 0.076 0.19
H 0.956727 -1.043302 -1.966758 -0.054 0.145 0.149 0.21
H 2.448732 -0.776922 0.130105 -0.074 0.190 -0.078 0.20
H 1.914821 0.985550 0.206876 -0.059 -0.180 -0.028 0.19

=====

13
Properties=species:S:1:pos:R:3:forces:R:3:nbo_charge:R:1 method="wB97M-V/def2-TZVPD" de_lowest_kj_mol=415.2 homo_lumo_gap_ha="0.309 / 0.300" multiplicity=1 homo_energy_ev="-7.47 / -7.44"
C 1.752708 0.577773 0.155242 0.132 0.053 0.010 -0.67
C 0.358905 0.167563 -0.123684 0.501 -0.145 0.487 0.18
C -0.353174 -1.083852 0.272063 0.238 -0.163 -0.033 -0.30
N -1.594864 -0.776406 -0.471160 -0.034 -0.104 -0.246 -0.61
C -1.782842 0.545159 -0.070019 -0.612 -0.076 0.070 0.20
O -0.594144 1.118295 -0.002264 0.464 0.628 0.005 -0.37
H 1.958228 1.556389 -0.286024 0.001 -0.093 0.108 0.23
H 1.952191 0.625736 1.234235 0.076 0.042 -0.019 0.21
H 2.450114 -0.140744 -0.286572 -0.110 0.091 0.099 0.23
H -1.033061 -0.594525 -1.375495 -0.919 -0.425 -0.237 0.32
H 0.055777 -2.029889 -0.079567 0.125 0.165 0.053 0.22
H -0.543530 -1.134194 1.367825 -0.036 0.092 -0.269 0.18
H -2.626309 1.168694 -0.334574 0.175 -0.064 -0.028 0.18

=====

13
Properties=species:S:1:pos:R:3:forces:R:3:nbo_charge:R:1 method="wB97M-V/def2-TZVPD" de_lowest_kj_mol=157.4 homo_lumo_gap_ha=0.401 multiplicity=1 homo_energy_ev=-9.90 smiles="CC(=O)[C@H]1CN1"
C -1.293677 -1.483456 -0.038230 -0.001 -0.059 -0.002 -0.72
C 0.029165 -0.789273 0.176524 0.169 -0.033 0.202 0.58
O 0.873969 -1.216032 0.940384 -0.325 0.112 -0.295 -0.56
C 0.259684 0.501647 -0.552294 -0.159 -0.127 -0.112 -0.22
C 0.621917 1.666611 0.307794 -0.095 0.230 0.192 -0.23
N 1.613140 1.036619 -0.536456 0.173 -0.082 0.004 -0.56
H -1.600754 -1.453738 -1.088232 0.074 0.012 0.141 0.23
H -2.062122 -0.959689 0.543605 0.107 -0.033 -0.087 0.24
H -1.235089 -2.515702 0.310767 0.007 0.144 -0.033 0.24
H -0.303593 0.669399 -1.467649 0.049 -0.044 0.176 0.21
H 0.661185 1.493472 1.381956 0.009 -0.028 -0.181 0.20
H 0.307220 2.661734 0.003819 0.046 -0.161 0.024 0.20
H 2.179458 0.400363 0.025703 -0.055 0.070 -0.030 0.37